This record from OMol25 describes a 13-piece molecular cluster, C45H123N9O13 overall at a distorted geometry. The level of theory is ωB97M-V with the def2-TZVPD basis set.

Net charge   0
F_max   2.13 eV/A
Orbital gap   8.5 eV
2S+1   1
Energy   -88680.6686 eV

Last column: Mulliken charge in e.
Cartesian coordinates (Å):
C: -0.259 1.175 0.941  0.21
C: -0.653 -0.230 1.367  3.25
C: -1.475 -0.830 0.213  -1.43
C: -0.595 -1.259 -0.976  0.23
C: 0.527 -2.176 -0.470  -1.20
C: 1.411 -1.505 0.592  3.37
N: 0.542 -1.065 1.676  0.85
O: 1.258 -0.556 2.795  0.12
C: 2.368 -2.576 1.122  -1.46
C: 2.247 -0.427 -0.107  -0.69
C: -1.544 -0.177 2.599  -1.66
H: 0.053 1.286 -0.100  -0.42
H: 0.650 1.553 1.421  -0.60
H: -1.019 1.931 1.144  -0.61
H: -1.967 -1.774 0.463  0.06
H: -2.220 -0.126 -0.155  0.15
H: -0.178 -0.390 -1.498  -0.63
H: -1.165 -1.760 -1.762  0.43
H: 1.158 -2.481 -1.305  -0.61
H: 0.018 -3.082 -0.125  0.55
H: 3.164 -2.166 1.756  0.13
H: 1.915 -3.241 1.865  0.26
H: 2.864 -3.168 0.358  -0.67
H: 2.893 0.087 0.621  0.29
H: 3.028 -0.891 -0.710  0.00
H: 1.719 0.374 -0.612  -0.56
H: -2.362 0.507 2.363  0.16
H: -1.047 0.139 3.515  0.31
H: -1.977 -1.166 2.764  0.04
H: 0.955 -1.219 3.434  -0.14
C: 6.911 2.576 -1.864  -1.47
C: 6.344 1.469 -2.795  0.04
C: 5.585 0.466 -1.947  0.16
O: 6.508 -0.320 -1.231  -0.51
C: 5.916 -1.163 -0.264  -0.27
N: 5.463 2.137 -3.779  -0.33
H: 7.210 3.437 -2.463  0.44
H: 7.744 2.212 -1.267  0.35
H: 6.124 2.891 -1.178  0.26
H: 7.182 0.975 -3.295  0.39
H: 5.116 -0.206 -2.689  0.05
H: 4.792 0.910 -1.338  0.01
H: 5.776 -0.655 0.692  0.23
H: 6.595 -1.997 -0.087  0.37
H: 4.980 -1.591 -0.624  -0.10
H: 5.348 1.477 -4.550  0.19
H: 6.048 2.864 -4.181  0.26
C: -3.141 2.998 -1.045  -0.74
C: -3.160 4.065 -2.115  0.41
C: -4.264 3.966 -3.153  -0.71
O: -3.920 4.801 -4.247  -0.33
C: -4.952 5.183 -5.091  -0.78
N: -3.186 5.392 -1.439  -0.61
H: -3.895 3.117 -0.270  0.26
H: -2.178 3.037 -0.528  -0.02
H: -3.159 1.988 -1.468  0.41
H: -2.190 3.986 -2.614  0.20
H: -5.208 4.355 -2.746  0.19
H: -4.361 2.952 -3.564  0.37
H: -5.448 4.373 -5.642  0.28
H: -4.545 5.879 -5.827  0.26
H: -5.724 5.744 -4.543  0.32
H: -3.932 5.421 -0.737  0.19
H: -3.444 6.054 -2.169  0.33
C: -2.855 3.382 2.750  -0.61
C: -3.033 4.901 2.529  0.68
C: -4.451 5.391 2.352  -1.21
O: -4.867 5.034 1.031  -0.21
C: -6.201 5.363 0.758  -0.82
N: -2.412 5.630 3.655  -0.76
H: -1.834 3.092 2.991  0.27
H: -3.039 2.869 1.801  -0.22
H: -3.571 3.066 3.515  0.30
H: -2.375 5.089 1.674  0.39
H: -4.606 6.460 2.500  0.49
H: -5.039 4.891 3.136  0.32
H: -6.317 5.304 -0.328  0.17
H: -6.529 6.358 1.075  0.34
H: -6.943 4.650 1.142  0.30
H: -1.429 5.368 3.644  0.27
H: -2.772 5.226 4.521  0.33
C: 1.347 0.015 -6.278  -1.69
C: 2.340 0.374 -5.188  0.61
C: 1.952 -0.004 -3.757  0.31
O: 2.312 -1.334 -3.399  -0.21
C: 1.595 -2.400 -3.966  -0.97
N: 3.697 -0.026 -5.576  -0.65
H: 1.183 -1.058 -6.407  0.29
H: 1.606 0.453 -7.242  0.45
H: 0.347 0.406 -6.061  0.37
H: 2.361 1.471 -5.195  0.29
H: 0.887 0.170 -3.568  0.33
H: 2.568 0.558 -3.052  -0.51
H: 0.540 -2.119 -4.094  0.38
H: 1.583 -3.332 -3.401  0.15
H: 2.002 -2.628 -4.959  0.40
H: 3.702 -0.971 -5.959  0.32
H: 4.221 -0.195 -4.714  0.11
C: -0.947 -4.990 -2.636  -0.84
C: -1.913 -6.147 -2.354  0.28
C: -3.219 -6.011 -3.159  -0.46
O: -4.033 -7.161 -2.974  -0.41
C: -4.759 -7.151 -1.757  -0.74
N: -1.236 -7.418 -2.653  -0.70
H: -1.463 -4.038 -2.508  0.03
H: -0.496 -5.114 -3.619  0.43
H: -0.184 -5.048 -1.858  0.20
H: -2.109 -6.196 -1.280  0.20
H: -3.035 -5.860 -4.223  0.37
H: -3.735 -5.109 -2.799  0.15
H: -5.518 -6.367 -1.824  0.33
H: -4.209 -7.185 -0.816  0.28
H: -5.330 -8.084 -1.796  0.30
H: -1.950 -8.144 -2.591  0.31
H: -1.047 -7.444 -3.658  0.30
C: 3.314 -0.232 5.986  -1.47
C: 4.257 -0.891 4.967  0.50
C: 3.913 -2.356 4.635  -0.01
O: 4.887 -2.755 3.674  -0.34
C: 4.661 -4.077 3.235  -0.73
N: 4.232 -0.044 3.794  -0.67
H: 3.633 0.804 6.115  0.37
H: 3.332 -0.592 7.021  0.41
H: 2.262 -0.246 5.692  0.21
H: 5.227 -0.957 5.469  0.31
H: 2.912 -2.456 4.205  -0.22
H: 4.015 -2.945 5.553  0.58
H: 3.597 -4.226 3.021  0.27
H: 4.865 -4.803 4.033  0.35
H: 5.295 -4.285 2.377  0.22
H: 3.269 0.056 3.476  0.26
H: 4.611 -0.605 3.029  0.06
C: 1.961 3.334 -1.565  -0.69
C: 2.504 4.318 -2.593  0.31
C: 3.745 5.102 -2.081  -0.60
O: 3.525 5.716 -0.827  -0.40
C: 3.938 5.084 0.356  -0.41
N: 2.741 3.658 -3.871  -0.47
H: 1.748 3.876 -0.646  0.03
H: 2.712 2.575 -1.311  -0.04
H: 1.101 2.828 -2.003  0.54
H: 1.711 5.056 -2.743  0.38
H: 3.922 5.928 -2.773  0.39
H: 4.650 4.489 -2.084  0.12
H: 3.590 5.703 1.185  0.28
H: 5.033 5.144 0.415  0.32
H: 3.530 4.078 0.481  0.03
H: 3.247 4.294 -4.477  0.28
H: 3.316 2.828 -3.738  -0.10
C: -6.178 -3.688 4.103  -1.62
C: -5.632 -2.747 3.024  0.23
C: -4.843 -1.602 3.641  0.29
O: -5.722 -0.841 4.448  -0.46
C: -5.003 0.191 5.111  -0.61
N: -4.848 -3.512 2.048  -0.62
H: -5.374 -4.240 4.610  0.35
H: -6.745 -4.479 3.605  0.42
H: -6.738 -3.175 4.883  0.36
H: -6.586 -2.392 2.626  0.23
H: -4.472 -0.933 2.858  0.02
H: -3.971 -2.003 4.174  0.08
H: -5.682 0.588 5.858  0.33
H: -4.680 0.948 4.387  0.19
H: -4.067 -0.173 5.546  0.27
H: -5.485 -4.048 1.465  0.26
H: -4.299 -4.234 2.505  0.29
C: 4.238 -4.985 -1.424  -0.22
O: 3.526 -5.431 -2.579  -0.52
H: 5.312 -4.946 -1.602  0.30
H: 3.885 -3.979 -1.185  -0.17
H: 4.013 -5.609 -0.557  0.36
H: 2.975 -6.150 -2.261  0.31
C: 1.318 4.220 2.435  -0.11
O: 0.615 5.158 3.250  -0.71
H: 1.242 4.531 1.399  -0.16
H: 2.383 4.217 2.690  0.42
H: 1.011 3.193 2.629  0.14
H: 0.513 4.777 4.128  0.34
C: -4.704 -1.690 -0.915  -0.44
O: -4.700 -1.167 0.396  -0.34
H: -5.037 -2.735 -0.921  0.17
H: -5.428 -1.176 -1.550  0.33
H: -3.734 -1.657 -1.422  0.11
H: -4.693 -1.951 0.983  0.19
C: -0.511 -3.338 4.277  -0.31
O: 0.336 -2.416 4.952  -0.48
H: -0.028 -4.295 4.078  0.32
H: -1.503 -3.445 4.721  0.32
H: -0.709 -2.906 3.294  -0.14
H: 0.719 -2.848 5.721  0.29

***

This record from OMol25 describes C45H126FN3O21Zr as an isolated structure at a distorted geometry. The level of theory is ωB97M-V with the def2-TZVPD basis set.

Net charge   0
F_max   5.02 eV/A
Orbital gap   1.1 eV
Relative energy (zero: lowest compared OMol25 entry of this formula, charge and spin)   435.4 kcal per mole
2S+1   1
Energy   -100144.8107 eV

Last column: Mulliken charge in e.
Cartesian coordinates (Å):
Zr: -8.633 -6.033 -26.061  1.42
C: -5.317 -11.080 -27.253  -1.88
C: -6.310 -11.763 -26.367  1.51
C: -5.524 -12.973 -25.751  -1.12
C: -6.205 -13.707 -24.586  -0.79
C: -6.530 -12.673 -23.490  -1.23
C: -7.382 -11.480 -24.022  1.51
N: -6.825 -10.918 -25.264  0.44
O: -7.305 -9.619 -25.575  -0.55
C: -7.405 -10.420 -22.863  -1.84
C: -8.795 -11.992 -24.188  -1.85
C: -7.420 -12.294 -27.311  -1.57
H: -4.545 -10.570 -26.676  0.45
H: -5.718 -10.209 -27.772  0.36
H: -4.833 -11.786 -27.928  0.39
H: -4.516 -12.656 -25.483  0.43
H: -5.472 -13.790 -26.471  0.38
H: -5.561 -14.470 -24.149  0.38
H: -7.122 -14.166 -24.954  0.35
H: -5.557 -12.307 -23.164  0.38
H: -7.034 -13.186 -22.670  0.47
H: -6.443 -9.912 -22.923  0.43
H: -7.473 -10.946 -21.910  0.43
H: -8.249 -9.732 -22.920  0.38
H: -9.353 -11.210 -24.703  0.40
H: -9.217 -12.238 -23.214  0.44
H: -8.876 -12.881 -24.815  0.34
H: -8.165 -12.842 -26.735  0.33
H: -6.940 -12.860 -28.110  0.42
H: -7.869 -11.431 -27.803  0.33
C: -16.013 -3.501 -13.875  -1.91
C: -14.782 -3.679 -14.780  1.57
C: -15.280 -3.611 -16.250  -1.22
C: -14.195 -3.653 -17.322  -0.61
C: -13.239 -2.518 -17.081  -1.03
C: -12.646 -2.450 -15.621  1.67
N: -13.784 -2.561 -14.642  0.39
O: -13.420 -2.286 -13.254  -0.58
C: -12.048 -1.026 -15.519  -1.78
C: -11.508 -3.497 -15.530  -1.78
C: -14.289 -5.164 -14.461  -1.69
H: -16.827 -4.165 -14.165  0.43
H: -16.398 -2.482 -13.922  0.47
H: -15.776 -3.551 -12.813  0.38
H: -15.912 -2.734 -16.388  0.40
H: -15.864 -4.518 -16.405  0.41
H: -14.638 -3.424 -18.291  0.34
H: -13.749 -4.648 -17.342  0.29
H: -13.686 -1.563 -17.356  0.43
H: -12.411 -2.744 -17.752  0.19
H: -11.341 -0.743 -16.299  0.36
H: -11.554 -1.000 -14.547  0.40
H: -12.812 -0.269 -15.690  0.43
H: -11.194 -3.621 -14.493  0.40
H: -10.641 -3.189 -16.113  0.42
H: -11.761 -4.493 -15.895  0.32
H: -13.772 -5.722 -15.242  0.29
H: -15.087 -5.783 -14.052  0.45
H: -13.603 -5.103 -13.616  0.39
C: -9.302 -1.562 -21.875  -1.69
C: -7.781 -1.511 -22.156  1.67
C: -7.134 -0.674 -21.003  -1.37
C: -7.039 -1.357 -19.612  -0.53
C: -6.252 -2.664 -19.736  -1.27
C: -6.841 -3.619 -20.872  1.50
N: -7.134 -2.854 -22.146  0.56
O: -7.357 -3.686 -23.333  -0.58
C: -8.071 -4.325 -20.213  -1.84
C: -5.826 -4.752 -21.087  -1.69
C: -7.594 -0.666 -23.439  -1.86
H: -9.746 -0.576 -22.008  0.46
H: -9.545 -1.971 -20.895  0.22
H: -9.784 -2.063 -22.714  0.34
H: -7.701 0.240 -20.828  0.48
H: -6.146 -0.347 -21.328  0.39
H: -8.031 -1.696 -19.313  0.09
H: -6.701 -0.707 -18.805  0.51
H: -6.305 -3.102 -18.739  0.50
H: -5.208 -2.507 -20.009  0.34
H: -7.723 -4.889 -19.348  0.50
H: -8.534 -4.968 -20.961  0.42
H: -8.858 -3.668 -19.841  0.23
H: -5.530 -5.220 -20.148  0.42
H: -4.909 -4.275 -21.433  0.32
H: -6.139 -5.498 -21.818  0.36
H: -6.521 -0.572 -23.610  0.38
H: -8.043 0.326 -23.483  0.39
H: -7.977 -1.213 -24.301  0.38
F: -10.515 -6.883 -24.092  -0.72
C: -12.275 -8.739 -20.409  -0.47
O: -12.875 -7.823 -21.296  -0.51
H: -12.895 -9.125 -19.600  0.26
H: -11.847 -9.528 -21.027  0.23
H: -11.409 -8.280 -19.932  0.16
H: -12.166 -7.486 -21.847  0.29
C: -12.771 2.631 -19.561  -0.48
O: -12.999 2.970 -20.885  -0.47
H: -11.979 1.885 -19.626  0.13
H: -12.439 3.492 -18.982  0.29
H: -13.697 2.262 -19.119  0.24
H: -13.546 3.758 -20.927  0.28
C: -12.593 -4.439 -26.140  -0.64
O: -11.226 -4.073 -26.275  -0.28
H: -13.034 -3.805 -26.909  0.30
H: -12.817 -5.492 -26.306  0.24
H: -13.056 -4.232 -25.175  0.24
H: -11.272 -3.128 -26.439  0.20
C: -2.601 1.554 -18.812  -0.44
O: -1.849 2.628 -19.455  -0.52
H: -3.628 1.659 -19.162  0.14
H: -2.252 0.593 -19.191  0.25
H: -2.605 1.508 -17.723  0.28
H: -0.931 2.609 -19.176  0.28
C: -8.271 -3.087 -29.466  -0.71
O: -7.890 -3.311 -28.136  -0.33
H: -7.667 -3.710 -30.125  0.30
H: -9.315 -3.274 -29.714  0.24
H: -8.158 -2.025 -29.685  0.29
H: -7.103 -2.768 -28.053  0.24
C: -2.303 -1.370 -23.632  -0.38
O: -2.015 -1.937 -24.895  -0.50
H: -2.514 -0.316 -23.809  0.21
H: -3.101 -1.884 -23.096  0.12
H: -1.392 -1.521 -23.053  0.29
H: -1.584 -2.773 -24.702  0.26
C: -8.422 -8.767 -16.309  -0.37
O: -9.151 -9.809 -15.762  -0.52
H: -8.121 -9.091 -17.306  0.16
H: -9.052 -7.880 -16.381  0.17
H: -7.510 -8.539 -15.757  0.26
H: -9.134 -9.766 -14.803  0.30
C: -4.553 -0.010 -27.944  -0.62
O: -4.752 -1.318 -27.483  -0.40
H: -3.702 0.462 -27.452  0.30
H: -4.509 0.041 -29.032  0.23
H: -5.434 0.593 -27.722  0.22
H: -3.945 -1.531 -27.009  0.26
C: -3.943 4.003 -23.886  -0.33
O: -3.018 4.863 -24.524  -0.52
H: -4.859 4.575 -23.737  0.23
H: -4.189 3.135 -24.498  0.16
H: -3.528 3.535 -22.994  0.15
H: -2.121 4.672 -24.240  0.30
C: -11.913 -0.008 -28.481  -0.63
O: -11.517 -0.380 -27.159  -0.40
H: -11.201 0.678 -28.940  0.27
H: -12.122 -0.919 -29.042  0.22
H: -12.853 0.544 -28.484  0.30
H: -11.431 0.410 -26.621  0.24
C: -7.201 4.477 -17.801  -0.48
O: -6.781 5.777 -18.211  -0.50
H: -6.760 3.656 -18.368  0.17
H: -6.753 4.285 -16.826  0.26
H: -8.272 4.356 -17.640  0.25
H: -5.837 5.748 -18.385  0.29
C: -13.058 3.801 -25.348  -0.60
O: -12.281 2.689 -24.841  -0.44
H: -12.545 4.763 -25.327  0.28
H: -13.343 3.713 -26.396  0.23
H: -13.969 3.905 -24.759  0.26
H: -12.286 2.802 -23.887  0.27
C: -2.833 -5.123 -16.247  -0.39
O: -2.538 -4.160 -15.313  -0.52
H: -3.058 -4.621 -17.188  0.16
H: -1.987 -5.805 -16.339  0.24
H: -3.765 -5.637 -16.012  0.20
H: -3.159 -3.428 -15.298  0.30
C: -4.073 -10.404 -18.769  -0.36
O: -2.954 -10.764 -18.009  -0.52
H: -3.953 -9.508 -19.377  0.22
H: -4.442 -11.128 -19.496  0.23
H: -4.965 -10.282 -18.154  0.12
H: -3.245 -11.028 -17.133  0.32
C: -15.279 -0.802 -22.424  -0.35
O: -16.460 -1.580 -22.529  -0.52
H: -14.647 -1.097 -23.262  0.23
H: -15.533 0.254 -22.343  0.19
H: -14.794 -0.942 -21.457  0.14
H: -16.169 -2.471 -22.322  0.30
C: -4.193 -6.117 -26.035  -0.54
O: -5.275 -5.987 -26.941  -0.40
H: -4.656 -6.475 -25.116  0.21
H: -3.374 -6.749 -26.379  0.31
H: -3.711 -5.192 -25.718  0.22
H: -4.850 -5.571 -27.693  0.23
C: -6.271 -1.606 -14.360  -0.58
O: -5.110 -1.157 -15.046  -0.46
H: -6.230 -1.460 -13.280  0.34
H: -7.243 -1.241 -14.690  0.25
H: -6.312 -2.675 -14.570  0.21
H: -4.924 -0.253 -14.781  0.26
C: 0.221 -4.715 -22.304  -0.64
O: -0.315 -5.079 -23.629  -0.47
H: 0.833 -3.815 -22.355  0.26
H: -0.545 -4.565 -21.543  0.25
H: 0.767 -5.514 -21.802  0.33
H: -0.568 -6.000 -23.527  0.28

***

This record from OMol25 describes C45H22BrCoF15GeN3O2S2 as an isolated structure. The level of theory is ωB97M-V with the def2-TZVPD basis set.

Net charge   -2
F_max   0.75 eV/A
Orbital gap (spin up / spin down)   3.8 / 6.6 eV
2S+1   5
Energy   -282204.3693 eV

Last column: Mulliken spin population.
Cartesian coordinates (Å):
Co: -1.792 -0.209 1.411  2.11
S: -0.834 2.431 4.979  0.08
C: 0.378 2.857 3.782  0.05
C: 1.413 3.765 3.891  -0.04
C: 2.279 3.936 2.815  0.08
C: 2.088 3.195 1.648  -0.06
C: 1.049 2.289 1.531  0.07
C: 0.167 2.106 2.604  -0.06
N: -0.887 1.250 2.638  0.17
C: -1.530 1.277 3.837  0.33
C: -2.567 0.367 4.100  -0.13
C: -3.230 0.253 5.346  0.23
C: -4.126 -0.777 5.560  -0.14
C: -4.389 -1.705 4.556  0.24
C: -3.768 -1.562 3.304  -0.27
C: -2.876 -0.543 3.032  0.26
H: 1.553 4.329 4.806  0.00
H: 3.099 4.638 2.887  0.01
H: 2.769 3.323 0.816  0.00
H: 0.907 1.707 0.630  0.03
H: -3.015 0.963 6.138  0.04
H: -4.621 -0.865 6.521  -0.01
H: -5.074 -2.526 4.732  0.02
H: -3.997 -2.290 2.533  -0.02
N: -4.142 -2.382 -2.142  0.00
C: -4.108 -3.723 -1.601  0.01
C: -3.591 -3.712 -0.162  0.00
O: -3.680 -4.665 0.569  0.00
O: -3.025 -2.564 0.195  0.01
H: -3.982 -2.332 -3.136  0.00
H: -3.106 -1.977 -0.600  0.01
H: -4.979 -1.861 -1.905  0.00
H: -3.390 -4.318 -2.169  0.00
H: -5.060 -4.262 -1.603  0.00
Br: 0.165 -2.404 -0.773  0.01
C: 0.479 -2.453 1.086  0.02
C: 1.414 -3.372 1.543  0.00
C: 1.711 -3.376 2.892  0.00
C: 1.070 -2.470 3.724  0.00
C: 0.149 -1.602 3.174  0.01
N: -0.151 -1.591 1.864  0.03
H: 1.899 -4.035 0.843  0.00
H: 2.442 -4.072 3.283  0.00
H: 1.270 -2.426 4.785  0.00
H: -0.380 -0.884 3.783  0.00
F: 4.263 3.528 -1.629  0.00
C: 3.208 3.537 -2.472  0.00
C: 2.458 2.400 -2.695  0.00
C: 1.380 2.574 -3.546  0.00
F: 0.553 1.540 -3.790  0.00
C: 1.078 3.765 -4.180  0.00
F: 0.032 3.870 -5.014  0.00
C: 1.877 4.869 -3.945  0.00
F: 1.610 6.040 -4.546  0.00
C: 2.948 4.756 -3.081  0.00
F: 3.720 5.830 -2.842  0.00
Ge: 2.477 0.587 -1.693  0.01
S: -1.830 1.019 -0.500  0.24
C: 4.420 0.661 -0.967  0.01
C: 5.554 0.976 -1.690  0.00
F: 5.467 1.304 -2.993  0.00
C: 6.826 0.986 -1.144  0.00
F: 7.904 1.306 -1.882  0.00
C: 6.989 0.662 0.190  0.00
F: 8.214 0.666 0.740  0.00
C: 5.885 0.328 0.951  0.00
F: 6.048 0.001 2.244  0.00
C: 4.632 0.329 0.357  0.00
F: 3.604 -0.028 1.146  0.00
C: 3.098 -0.674 -3.245  0.00
C: 3.026 -0.529 -4.618  0.00
F: 2.835 0.680 -5.181  0.00
C: 3.188 -1.577 -5.512  0.00
F: 3.114 -1.375 -6.840  0.00
C: 3.457 -2.846 -5.037  0.00
F: 3.628 -3.870 -5.890  0.00
C: 3.565 -3.042 -3.673  0.00
F: 3.843 -4.268 -3.198  0.00
C: 3.384 -1.964 -2.824  0.00
F: 3.493 -2.234 -1.504  0.00
C: -3.199 0.522 0.330  0.25
C: -4.529 0.389 -0.116  -0.06
C: -5.525 -0.259 0.658  0.14
C: -6.798 -0.455 0.164  -0.10
C: -7.160 0.002 -1.106  0.22
C: -6.207 0.683 -1.866  -0.11
C: -4.925 0.875 -1.393  0.20
H: -5.257 -0.610 1.644  0.05
H: -7.528 -0.968 0.780  -0.01
H: -8.164 -0.147 -1.484  0.03
H: -6.470 1.059 -2.849  -0.01
H: -4.185 1.377 -2.002  0.04